[1]
Entry from OMol25: one molecule with the formula C3H8N2O in a non-equilibrium geometry (ωB97M-V/def2-TZVPD).

```
14
Properties=species:S:1:pos:R:3:forces:R:3
C -0.0096 -0.4538 -0.7007 0.4660 -1.8418 -0.0163
C 0.1720 0.8719 -0.0252 0.0090 1.3376 -0.1621
C -0.0731 0.8229 1.4810 -1.1608 -0.2399 0.0269
H -0.6717 0.2648 -2.5488 0.4625 -0.6604 0.5129
H -0.4209 -1.4085 -2.5119 -0.0621 -0.6190 0.0786
H 0.0284 -2.3233 -0.5671 -0.0931 -1.1638 -0.5604
H 1.2054 1.2279 -0.1287 -0.0921 -0.1964 -0.4619
H -0.4909 1.6654 -0.4550 0.4498 -0.6546 0.1327
H -0.1039 1.8465 1.9108 0.3934 -0.6388 -0.2482
H -1.0901 0.4160 1.5881 -0.0261 0.1153 0.2540
H 0.6855 -0.8773 1.8449 0.0508 -0.4451 -0.3631
N -0.2464 -0.5374 -2.0668 -0.3688 2.3912 0.1005
N 0.1829 -1.5250 -0.0018 -0.2290 1.7251 0.3432
O 0.8325 0.0100 2.1812 0.2004 0.8908 0.3632
```
Positions in Å, forces in eV/Å.

Properties
- lowest unoccupied orbital energy (eV) = 0.809
- highest occupied orbital energy (eV) = -9.54
- HOMO-LUMO gap (eV) = 10.350
- ΔE to the lowest compared entry with this formula, charge and spin (eV) = 1.0450
- structure (SMILES) = [H]/N=C(\N)CCO

Mulliken population analysis, charges in e, atoms 1 to 5: 0.492 -0.436 -0.553 0.215 0.199



[2]
Entry from OMol25: a 2-piece molecular cluster, C6H5ClNO2P overall in a non-equilibrium geometry (ωB97M-V/def2-TZVPD).

```
16
Properties=species:S:1:pos:R:3:forces:R:3
C -0.6761 0.7517 0.4337 -0.5215 -1.5529 0.1815
C -0.1994 -0.2999 1.2278 0.0288 0.8653 -0.3799
C -0.8303 0.5628 -0.9443 -0.6409 3.0081 0.3418
C 0.1926 -1.4666 0.6070 1.9863 -3.1717 0.6728
C -0.5202 -0.6486 -1.4297 0.2086 -2.1547 -6.1767
C 0.0229 -1.7488 -0.7515 -0.7272 2.8241 1.1291
N -2.9174 -2.9998 1.0199 0.8564 3.1927 0.6512
O -2.0277 -3.6162 0.5708 0.1017 -1.4592 -0.4101
O -2.8910 -1.8203 1.3588 -1.0487 -1.7905 -0.2162
P 0.5533 -3.1265 -1.6684 -0.4093 0.3901 -1.7585
Cl 1.1430 -4.3206 -0.2300 0.6680 -1.3757 1.1910
H -1.1288 1.5560 0.9493 0.0322 1.1802 0.1881
H -0.1304 -0.1078 2.2984 0.1738 -0.4414 -0.2493
H -1.1710 1.4628 -1.5939 0.5066 -1.9878 1.0731
H 0.8001 -2.3423 1.0320 -1.2404 1.7866 0.6529
H -0.6084 -0.8322 -2.6516 0.0255 0.6868 3.1091
```
Positions in Å, forces in eV/Å.

Properties
- lowest unoccupied orbital energy (alpha / beta) (eV) = -1.287 / -2.138
- highest occupied orbital energy (alpha / beta) (eV) = -9.68 / -7.57
- HOMO-LUMO gap (alpha / beta) (eV) = 8.397 / 5.429
- ΔE to the lowest compared entry with this formula, charge and spin (eV) = 1.8096

Mulliken population analysis, charges in e, atoms 1 to 5: -0.340 -0.651 -0.522 0.083 -0.268



[3]
Entry from OMol25: one molecule with the formula C20H20N2O5S in a non-equilibrium geometry (ωB97M-V/def2-TZVPD).

```
48
Properties=species:S:1:pos:R:3:forces:R:3
C -4.4588 -0.7485 -2.3201 -0.0867 -0.0719 -0.0617
C -4.3512 -0.4813 -0.8676 -0.6122 -0.4576 0.6009
C -5.0954 -1.0163 0.1496 0.5971 0.4024 -0.9703
C -6.2004 -1.9912 0.1177 0.0826 0.0504 -0.0555
O -6.6098 -2.4944 -0.8935 0.0506 0.0832 0.2556
O -6.7236 -2.2813 1.3172 -0.2328 -0.1719 0.2076
H -6.2844 -1.7902 2.0274 0.0293 -0.0009 -0.1637
O -4.7105 -0.5273 1.3803 -0.1877 -0.1176 0.2937
C -3.7028 0.3367 1.1509 0.5814 0.4256 -0.7422
C -3.0046 1.0813 2.0926 -0.1773 -0.1782 0.0116
C -2.0082 1.9104 1.6184 -0.0668 -0.0172 0.1738
C -1.7320 1.9881 0.2547 0.6246 0.5097 -0.2755
C -2.4163 1.2577 -0.6866 -0.2272 -0.1751 -0.0737
C -3.4279 0.4123 -0.2320 -0.0295 0.0415 0.7830
H -2.1814 1.3676 -1.7325 -0.0067 -0.0128 -0.1814
S -0.3731 3.0301 -0.2874 0.0815 -0.1439 -0.0153
O -0.1655 4.0626 0.6815 -0.0411 -0.2237 0.2625
O -0.5868 3.3804 -1.6586 -0.0919 -0.3164 -0.0712
N 0.9589 2.0361 -0.2392 -0.5790 0.7518 -0.1141
C 1.4163 1.6298 1.0659 0.2912 0.0234 0.6108
H 1.3662 2.5052 1.7131 0.0993 -0.1206 0.1109
C 2.8542 1.1134 0.9612 -0.2667 0.0314 0.0614
N 2.8876 0.0271 0.0072 -0.2358 0.1256 0.1015
C 3.8964 -0.9343 0.0844 0.2389 -0.2726 0.0809
C 5.0240 -0.7810 0.8924 -0.1506 0.2006 -0.0484
C 5.9684 -1.7873 0.9859 0.0829 -0.1524 -0.0129
C 5.8206 -2.9639 0.2746 0.1269 -0.0356 0.0713
C 4.7056 -3.1276 -0.5311 0.0065 0.0051 -0.0604
C 3.7541 -2.1326 -0.6222 0.0006 0.0509 -0.0738
H 2.8793 -2.2920 -1.2347 -0.1028 -0.0126 -0.0199
H 4.5707 -4.0441 -1.0870 -0.0254 -0.0678 -0.0392
H 6.5624 -3.7443 0.3468 0.0617 -0.0664 0.0131
H 6.8346 -1.6415 1.6151 0.0611 0.0152 0.0484
H 5.1823 0.1338 1.4419 -0.0140 0.0982 0.0405
C 2.4401 0.4639 -1.3002 -0.2721 0.0686 -0.1018
H 2.5023 -0.3576 -2.0117 -0.0275 0.0765 0.0290
C 0.9998 0.9638 -1.2025 0.0953 -0.3047 -0.5815
H 0.6615 1.3706 -2.1552 0.0709 -0.1639 -0.0575
H 0.3415 0.1344 -0.8972 0.0704 0.0211 -0.0443
H 3.0694 1.2923 -1.6632 -0.0103 -0.0690 -0.0574
H 3.1623 0.7442 1.9400 -0.0038 0.0639 -0.0462
H 3.5089 1.9456 0.6593 0.0313 -0.0251 0.0785
H 0.7762 0.8311 1.4743 0.0847 0.0404 0.0019
H -1.4373 2.5352 2.2861 0.0092 0.0440 0.1705
H -3.2395 1.0137 3.1422 -0.0046 0.0218 0.1291
H -3.5264 -1.1731 -2.6899 0.0581 -0.0348 -0.0757
H -4.6356 0.1833 -2.8552 -0.0145 0.0492 -0.0913
H -5.2721 -1.4410 -2.5130 0.0306 0.0123 -0.1017
```
Positions in Å, forces in eV/Å.

Properties
- lowest unoccupied orbital energy (eV) = -0.340
- highest occupied orbital energy (eV) = -8.19
- HOMO-LUMO gap (eV) = 7.846
- ΔE to the lowest compared entry with this formula, charge and spin (eV) = 1.3728
- structure (SMILES) = Cc1c(C(=O)O)oc2ccc(S(=O)(=O)N3CCN(c4ccccc4)CC3)cc12

Mulliken population analysis, charges in e, atoms 1 to 5: -1.455 0.145 0.773 0.330 -0.560



[4]
Entry from OMol25: a 3-piece molecular cluster, C17H41ClNO12P3 overall in a non-equilibrium geometry (ωB97M-V/def2-TZVPD).

```
75
Properties=species:S:1:pos:R:3:forces:R:3
C 2.1295 0.9372 -2.4524 0.5939 1.2216 -0.3781
N 1.4607 -0.3360 -1.9832 0.4310 0.3954 -1.0464
C 2.3838 -1.5341 -2.0129 -1.3167 -1.5533 -0.4136
P 3.9583 -1.3735 -0.9428 0.6994 0.9195 -0.7149
O 3.3282 -2.5237 0.2520 1.3465 0.4537 3.9794
C 3.9888 -2.3140 1.5769 1.2822 0.1709 -2.5990
Cl 2.7281 -2.0909 2.9614 0.7654 -0.3750 -0.8731
C 4.9246 -0.9747 1.4409 1.8233 0.4930 -0.6415
C 6.3303 -0.8560 2.2778 4.7336 1.7877 3.9012
O 7.3057 -1.7698 2.3054 -4.9638 3.1104 -0.7389
O 6.5714 0.3996 3.0355 -2.1098 -5.5332 -3.8514
O 5.4084 -1.0329 0.0243 -2.0268 -0.7209 2.5316
H 2.5462 0.8880 -3.5611 -0.6927 -0.0771 1.8901
H 1.4154 1.8895 -2.4290 1.1184 -2.1818 0.0847
H 3.0614 1.2438 -1.7766 -2.1429 -1.0610 -1.3525
H 0.5809 -0.5380 -2.5347 1.5653 0.4893 0.7110
H 1.7629 -2.4462 -1.5578 1.1641 1.8927 -1.0876
H 2.7371 -1.8553 -3.0920 -0.6381 0.6880 1.5628
H 4.4818 -2.5602 -1.5965 0.1365 0.0799 0.0561
H 4.6402 -0.5503 -1.9270 -0.4766 0.1544 -0.2603
H 3.3661 -0.2797 -0.2149 -0.2813 -0.0044 -0.2235
H 4.6952 -3.2273 1.7839 -1.6974 1.6768 0.0829
H 4.3949 0.0366 1.6973 0.6166 -2.0807 -0.6105
O 0.0032 4.6862 -0.6151 -3.3666 -2.5120 1.9831
P -0.9135 5.4040 0.4057 5.8560 7.3105 -1.6192
O -1.2028 6.7063 -0.5985 -1.3165 -0.4266 -0.4875
C -1.4972 6.5125 -1.9758 0.2066 0.1764 -0.4055
C -2.9631 6.2091 -2.2044 -0.2068 0.1464 -0.0164
O 0.3136 6.1000 1.2853 -1.4924 -1.0338 0.7112
C 1.6434 5.6121 1.2199 0.7129 -0.3055 0.0188
C 2.4311 6.3332 0.1418 -0.1455 0.1276 -0.3378
O -1.9377 6.2060 1.5462 0.0268 -2.9092 -0.3866
C -3.2836 6.5123 1.2609 -0.5632 -0.0567 -0.0183
C -4.1531 5.2751 1.2563 -0.2290 -0.1677 0.2271
H -0.8777 5.7317 -2.4223 0.0166 -0.0273 0.2478
H -1.2378 7.4446 -2.4917 -0.0008 -0.0141 0.2205
H -3.2735 5.3193 -1.6522 0.0386 -0.0872 -0.0875
H -3.1656 6.0498 -3.2668 0.0457 -0.0598 0.0670
H -3.5887 7.0396 -1.8683 0.0106 -0.0185 -0.0233
H 1.6595 4.5273 1.0877 0.0186 0.1839 -0.1601
H 2.1073 5.8106 2.1921 -0.2247 0.0444 -0.0364
H 1.9414 6.2596 -0.8380 0.0998 -0.1822 0.2250
H 3.4388 5.9205 0.0596 -0.0748 -0.0096 0.0299
H 2.5059 7.3993 0.3711 0.0307 -0.0511 0.0977
H -3.3744 7.0734 0.3318 0.1962 -0.1178 -0.1266
H -3.6338 7.1860 2.0505 0.3125 -0.0954 0.1088
H -3.7856 4.5310 0.5433 -0.0414 0.0758 -0.0733
H -5.1849 5.5322 0.9962 0.0963 -0.0794 -0.0149
H -4.1519 4.8029 2.2451 0.0054 0.0762 -0.1588
O -0.8843 -5.8829 1.7549 -2.1072 3.4834 2.1786
P -1.4512 -4.7938 0.8115 4.3057 -5.1020 -7.1320
O -2.2798 -5.8881 -0.1393 -1.5062 -0.0618 0.6319
C -3.0325 -6.9407 0.4493 0.1029 -0.3421 -0.1629
C -4.4171 -6.4858 0.8605 -0.2361 0.0280 -0.1175
O -0.1015 -4.6754 -0.1519 -1.3532 1.3284 1.0668
C 1.1652 -5.1409 0.2838 1.0160 -0.0472 0.1042
C 1.3818 -6.5847 -0.1300 -0.4068 -0.2978 -0.0204
O -2.0845 -3.5770 -0.2426 0.1027 0.2997 2.9558
C -3.4694 -3.3702 -0.4039 -0.3982 0.2269 0.0615
C -4.0874 -2.7236 0.8154 -0.1061 0.3657 0.1036
H -2.5157 -7.3887 1.3009 0.1208 0.2141 -0.0309
H -3.1225 -7.7299 -0.3065 0.0709 0.1821 -0.0551
H -4.3665 -5.6547 1.5674 0.0159 -0.0608 0.0915
H -4.9737 -7.3051 1.3229 0.0537 0.0332 0.0422
H -4.9876 -6.1452 -0.0071 0.0130 -0.0153 0.0345
H 1.2897 -4.9963 1.3599 -0.0451 -0.0983 -0.1680
H 1.9222 -4.5148 -0.2005 -0.2453 0.1070 0.1269
H 0.5800 -7.2382 0.2379 0.1513 0.1152 0.1002
H 2.3358 -6.9557 0.2506 -0.0169 0.0794 -0.0194
H 1.3794 -6.6750 -1.2193 0.0940 0.0832 0.0279
H -3.9797 -4.2940 -0.6736 0.1277 -0.1721 0.1327
H -3.5962 -2.6996 -1.2607 0.3485 -0.0013 0.0582
H -3.9060 -3.3160 1.7172 -0.0666 -0.0759 -0.0405
H -5.1676 -2.6072 0.6821 0.0728 -0.0312 0.0712
H -3.6502 -1.7334 0.9864 -0.0495 -0.1737 -0.0342
```
Positions in Å, forces in eV/Å.

Properties
- lowest unoccupied orbital energy (eV) = 1.298
- highest occupied orbital energy (eV) = -0.95
- HOMO-LUMO gap (eV) = 2.247
- net charge = -2

Mulliken population analysis, charges in e, atoms 1 to 5: -0.514 -0.238 -0.076 0.211 -0.162



[5]
Entry from OMol25: a 5-piece molecular cluster, H10O5 overall in a non-equilibrium geometry (ωB97M-V/def2-TZVPD).

```
15
Properties=species:S:1:pos:R:3:forces:R:3
O 0.0605 2.2744 0.9667 1.9925 1.4318 0.7216
H 1.0525 2.2904 1.0677 -1.6124 0.1024 0.0436
H -0.0505 1.4844 0.4707 -0.3635 -1.3967 -0.6771
O -0.5425 1.5314 -1.9233 2.0261 0.1889 -0.3048
H -0.0635 2.2874 -1.5283 -0.9821 0.0121 0.2015
H 0.2725 1.1044 -2.2793 -1.1451 -0.1551 0.0552
O 0.8855 -0.3396 0.1527 -0.3641 1.1391 1.3352
H 0.2945 -0.8616 -0.3623 -1.2567 -0.9621 -0.8383
H 1.7425 -0.5316 -0.1543 1.6773 -0.4126 -0.5322
O -1.0765 -1.9146 -1.2353 -0.4686 0.0469 0.0736
H -2.0185 -1.8006 -0.9923 0.8368 -0.0087 -0.2778
H -1.0175 -1.8006 -2.1923 -0.2636 0.0076 0.1873
O -0.0855 -1.5276 2.6037 -0.6746 -0.4600 1.8013
H 0.4445 -1.1076 1.9487 0.7156 0.7727 -0.9017
H 0.1015 -1.0886 3.4577 -0.1177 -0.3062 -0.8871
```
Positions in Å, forces in eV/Å.

Properties
- lowest unoccupied orbital energy (eV) = 0.216
- highest occupied orbital energy (eV) = -10.85
- HOMO-LUMO gap (eV) = 11.063
- ΔE to the lowest compared entry with this formula, charge and spin (eV) = 1.0704
- structure (SMILES) = O.O.O.O.O

Mulliken population analysis, charges in e, atoms 1 to 5: -0.644 0.308 0.354 -0.630 0.322



[6]
Entry from OMol25: one molecule with the formula C5H9ClFN in a non-equilibrium geometry (ωB97M-V/def2-TZVPD).

```
17
Properties=species:S:1:pos:R:3:forces:R:3
C -2.5839 -0.1291 -0.2808 -2.3261 2.0267 2.4462
C -1.3957 0.0789 0.6552 -1.0462 -3.7028 0.0780
C -0.3188 1.0963 0.5831 0.2790 0.0597 -0.5091
C 0.6827 -0.0492 0.9273 0.4663 1.0890 -1.5863
C -0.3019 -1.0761 0.4496 -1.3611 0.7676 0.8535
H -3.4774 0.6386 -0.2576 1.6683 -1.4398 0.6340
H -2.9532 -1.1324 -0.1914 -0.6099 -0.5132 0.9630
H -2.4107 -0.1745 -1.2732 1.6748 0.4712 -3.4203
H -1.6470 -0.1449 1.6861 -0.6565 0.4341 0.3806
H -0.4136 1.9352 1.2560 0.2079 0.3001 0.2386
H 0.1929 0.7188 -1.3528 -0.1471 0.9035 0.6755
H -0.9093 1.8655 -1.2263 -0.7875 0.5042 0.1579
H 0.8351 -0.1603 1.9631 0.9188 0.0929 1.1519
H -0.4392 -1.9910 1.1078 0.3276 0.5693 -1.5647
N -0.1043 1.5119 -0.7561 1.2812 0.1273 -1.7832
F -0.0658 -1.2541 -0.8933 -0.7282 -1.5851 -0.0670
Cl 2.1206 -0.0221 -0.1403 0.8388 -0.1047 1.3513
```
Positions in Å, forces in eV/Å.

Properties
- lowest unoccupied orbital energy (eV) = 0.808
- highest occupied orbital energy (eV) = -9.13
- HOMO-LUMO gap (eV) = 9.934
- ΔE to the lowest compared entry with this formula, charge and spin (eV) = 1.8459
- structure (SMILES) = C[C@@H]1[C@H](N)[C@H](Cl)[C@@H]1F

Mulliken population analysis, charges in e, atoms 1 to 5: -1.677 0.250 -0.074 -0.345 -0.223